Entry 1:
Computed, not measured: a cluster of 3 separate species, C24H45BrIN6O5 in total at a distorted geometry, with ωB97M-V with the def2-TZVPD basis set.

E_tot, a.u.: -4517.2738
Total charge: +1
M, g mol⁻¹: 704.47
Gap between HOMO and LUMO, eV: 4.95
Maximum force, Eh/bohr: 0.1310
LUMO, eV: -4.72
Highest occupied orbital energy, eV: -9.665

```
82
C24H45BrIN6O5, DFT ωB97M-V with the def2-TZVPD basis set
C -5.83423 6.15683 -1.32611
C -6.27184 4.66179 -0.92961
C -5.14670 3.89576 -0.02809
N -4.20031 3.08086 -0.84128
C -4.51247 1.68798 -1.12193
N -3.47662 1.09141 -1.95457
C -2.59883 2.24876 -2.09451
N -1.49125 2.12823 -2.83720
Br -0.18818 3.35358 -3.28611
N -2.98829 3.43959 -1.42074
I -2.29614 5.31272 -1.12284
O -6.60728 3.81641 -2.04661
C -7.85166 4.20033 -2.67948
C -9.14498 3.44308 -2.12411
C -9.71443 3.56313 -0.69081
C -11.01635 2.80719 -0.24409
C -11.79247 1.89358 -1.25043
C -11.22709 1.73917 -2.68810
C -9.93403 2.49255 -3.10005
H -5.06148 6.04936 -2.18086
H -5.42545 6.77245 -0.45253
H -6.69492 6.77720 -1.78648
H -7.18247 4.77371 -0.22458
H -4.64697 4.62021 0.69523
H -5.75023 3.15044 0.61620
H -5.45594 1.15249 -0.73964
H -1.34427 1.17611 -3.22907
H -7.75410 3.88970 -3.78942
H -8.05894 5.32447 -2.68938
H -9.20631 4.20458 0.10105
H -11.39381 2.95623 0.82648
H -12.76060 1.36635 -0.93668
H -11.77342 1.07498 -3.44401
H -9.48335 2.39023 -4.15247
C 3.37713 2.79877 -0.62532
O 2.20020 2.58478 0.14056
C 1.26399 1.71568 -0.49833
C 1.15868 0.39278 0.25986
N 2.37571 -0.40343 0.10321
C 2.44485 -1.55893 1.00144
C 2.51163 -1.27563 2.51033
O 3.71690 -0.64298 2.92582
C 3.71258 0.77179 2.81259
H 3.95905 3.58305 -0.13886
H 3.98791 1.89342 -0.66508
H 3.13098 3.12809 -1.63971
H 1.50233 1.55744 -1.55631
H 0.29114 2.22013 -0.44990
H 0.30461 -0.17659 -0.12380
H 0.97090 0.62507 1.31310
H 3.18052 0.18686 0.28490
H 3.34678 -2.11408 0.72469
H 1.59546 -2.21972 0.79634
H 2.49732 -2.24515 3.01923
H 1.63484 -0.73268 2.87945
H 2.71856 1.20064 2.96138
H 4.12047 1.07497 1.84541
H 4.37699 1.17226 3.58141
C 8.55211 -7.79745 1.36999
O 7.14837 -7.60051 1.29803
C 6.57143 -7.20331 2.54460
C 6.07488 -5.75997 2.46722
N 7.19370 -4.81808 2.40528
C 6.79337 -3.44839 2.07633
C 6.17328 -3.20789 0.69096
O 7.07971 -3.40151 -0.38931
C 7.18862 -4.74470 -0.83664
H 8.88009 -8.24032 0.42811
H 9.07447 -6.84613 1.50189
H 8.81117 -8.48167 2.18360
H 7.26032 -7.34951 3.38403
H 5.70777 -7.85730 2.70802
H 5.46794 -5.53917 3.35182
H 5.43599 -5.67349 1.58227
H 7.85071 -5.13370 1.69978
H 7.69689 -2.83438 2.14992
H 6.10419 -3.08501 2.84660
H 5.88506 -2.15181 0.64801
H 5.24918 -3.77551 0.53557
H 6.25682 -5.30262 -0.71720
H 8.00711 -5.25019 -0.31950
H 7.44267 -4.72539 -1.89890
```

---

Entry 2:
Computed, not measured: a cluster of 2 separate species, C5H6F5N2 in total at a distorted geometry, with ωB97M-V with the def2-TZVPD basis set.

E_tot, a.u.: -802.5786
Total charge: +1
M, g mol⁻¹: 189.11
Gap between HOMO and LUMO (spin up / spin down), eV: 8.61 / 10.75
<S²>: 2.015
Maximum force, Eh/bohr: 0.0710
Spin multiplicity: 3
LUMO (spin up / spin down), eV: -4.05 / -5.42
Highest occupied orbital energy (spin up / spin down), eV: -12.651 / -16.170

```
18
C5H6F5N2, DFT ωB97M-V with the def2-TZVPD basis set
C 1.32791 0.39763 1.66952
C 1.01145 0.93420 -0.55727
C 0.55804 -0.47991 -0.28692
C 0.10165 -1.63774 -1.22592
C -2.70368 0.52274 0.16881
N 1.31697 1.36303 0.75838
N 0.81859 -0.64968 1.05557
F -0.56914 -2.61412 -0.55394
F 1.17090 -2.38274 -1.65031
F -1.84435 1.38784 -0.39396
F -3.02344 -0.33594 -0.68172
F -3.77148 1.07023 0.74190
H 1.77832 0.43666 2.60073
H 2.04748 0.93145 -1.11709
H 0.31361 1.67568 -1.06770
H -0.60736 -1.39811 -2.04261
H 1.38955 2.32325 1.03101
H 0.68500 -1.54447 1.55151
```

---

Entry 3:
Computed, not measured: a structure of composition C37H32ClEuN6O8PSe at a distorted geometry, with ωB97M-V with the def2-TZVPD basis set.

E_tot, a.u.: -6272.6226
ΔE to the lowest compared entry with this formula, charge and spin, eV: 5.105
M, g mol⁻¹: 986.05
Gap between HOMO and LUMO (spin up / spin down), eV: 3.27 / 4.78
<S²>: 15.805
Maximum force, Eh/bohr: 0.0898
Spin multiplicity: 8
LUMO (spin up / spin down), eV: -0.33 / -3.52
Highest occupied orbital energy (spin up / spin down), eV: -3.601 / -8.295

```
87
C37H32ClEuN6O8PSe, DFT ωB97M-V with the def2-TZVPD basis set
Eu -0.13990 0.18030 -0.00820
O -1.97640 1.28340 0.47970
C -2.32520 0.69310 -0.57750
O -1.57710 0.70130 -1.58420
C -3.41590 -0.33340 -0.43510
C -4.74090 -0.28060 -0.76250
C -5.56450 -1.36380 -0.42370
C -5.06630 -2.46230 0.25750
C -3.72460 -2.50450 0.60930
C -2.84260 -1.45400 0.24680
O -1.57490 -1.47580 0.48310
N -3.18740 -3.61890 1.32840
O -3.63100 -4.71680 1.08960
O -2.29530 -3.39170 2.13460
N -6.96470 -1.30190 -0.77540
O -7.35270 -0.29200 -1.31890
O -7.64960 -2.26140 -0.50970
H -5.17680 0.57100 -1.26560
H -5.72520 -3.27640 0.52520
Cl 2.52010 0.47960 -0.74610
C 3.29660 2.02210 -0.47050
C 4.62740 2.16740 -0.82260
C 5.25400 3.38430 -0.61360
C 4.55070 4.44570 -0.06850
C 3.22290 4.28970 0.28260
C 2.57430 3.06910 0.10070
P 0.80090 2.82190 0.54110
C 0.14540 4.41160 -0.07290
C -0.11880 5.51580 0.73010
C -0.53120 6.70180 0.14510
C -0.67070 6.79150 -1.23050
C -0.42430 5.68550 -2.03160
C -0.02280 4.49550 -1.45470
C 0.79010 2.98140 2.36510
C 1.88170 3.36970 3.13410
C 1.79690 3.33070 4.51690
C 0.64480 2.87920 5.13780
C -0.45320 2.50690 4.37700
C -0.38270 2.55650 2.99690
H 5.15970 1.33160 -1.24680
H 6.29400 3.49900 -0.86960
H 5.03740 5.39470 0.08310
H 2.67040 5.11640 0.70380
H -0.00130 5.45070 1.80280
H -0.74560 7.55990 0.76530
H -0.98220 7.72320 -1.67750
H -0.55050 5.75480 -3.10180
H 0.17190 3.61840 -2.06520
H 2.79790 3.70080 2.66740
H 2.64110 3.64200 5.11500
H 0.59060 2.82420 6.21440
H -1.35810 2.16700 4.85920
H -1.24580 2.28700 2.39890
C 0.96160 -3.78570 0.42960
N 0.64740 -3.85290 -0.97900
C 0.65080 -5.17950 -1.56800
C 0.79240 -5.07520 -3.07810
C -0.28000 -4.12750 -3.59270
N -0.13710 -2.85230 -2.92090
C -0.64250 -1.65770 -3.56500
C 0.35100 -2.73880 -1.67140
O 0.55750 -1.59130 -1.18030
H 2.02530 -3.96790 0.59970
H 0.38400 -4.54600 0.95780
H 0.69170 -2.79920 0.81950
H -0.26900 -5.71130 -1.29790
H 1.49560 -5.72810 -1.14200
H 0.68920 -6.05490 -3.54110
H 1.77680 -4.67340 -3.32510
H -1.27790 -4.54960 -3.42350
H -0.15870 -3.95880 -4.66530
H -0.88130 -1.88800 -4.60070
H 0.11290 -0.86800 -3.53890
H -1.54250 -1.28860 -3.06030
Se -0.92500 -1.04500 2.89770
N 0.54560 -0.37650 2.14470
C 1.46360 -0.19050 3.11390
C 2.75550 0.33550 2.94360
C 3.55830 0.49020 4.04040
C 3.12130 0.13350 5.32930
C 1.87790 -0.39410 5.53310
C 1.02160 -0.56160 4.42820
N -0.22850 -1.01980 4.47010
H 3.10160 0.61700 1.95950
H 4.54510 0.90970 3.91760
H 3.78800 0.28920 6.16090
H 1.51960 -0.67190 6.50910
```